(1)
{
  "formula": "C21H30NO2",
  "method": "ωB97M-V with the def2-TZVPD basis set",
  "elements": ["C", "C", "C", "C", "O", "C", "C", "O", "C", "C", "N", "C", "C", "C", "C", "C", "C", "C", "C", "C", "C", "C", "C", "C", "H", "H", "H", "H", "H", "H", "H", "H", "H", "H", "H", "H", "H", "H", "H", "H", "H", "H", "H", "H", "H", "H", "H", "H", "H", "H", "H", "H", "H", "H"],
  "xyz": [[-3.38348, -0.10834, 1.94712], [-2.20491, -0.49233, 0.88666], [-0.89023, -0.37504, 1.33148], [0.07126, -0.81248, 0.51105], [1.29442, -0.63474, 1.16779], [1.81431, -1.88177, 1.51211], [2.39017, -2.69712, 0.55554], [3.10180, -2.06233, -0.55022], [4.29772, -1.70161, -0.27723], [4.31179, 0.03113, -0.95747], [3.09973, 0.62634, -0.21692], [2.58858, 1.82560, -1.23912], [1.24979, 2.15819, -0.70571], [0.11497, 2.04264, -1.23695], [-1.13266, 2.27045, -0.70448], [-1.15143, 2.89621, 0.58446], [0.11480, 3.35229, 1.29873], [1.29619, 2.77297, 0.51091], [-0.17545, -1.30707, -0.93517], [-1.55624, -1.23672, -1.19732], [-2.68350, -0.95557, -0.28075], [-3.97850, -0.90806, -1.22236], [-4.83563, 0.23042, -0.88970], [-4.62909, -2.14543, -0.65374], [-4.24962, -0.75136, 1.76556], [-3.61377, 0.95556, 1.55275], [-2.97596, -0.19920, 2.97538], [-0.82348, -0.14657, 2.33672], [0.99223, -2.30810, 2.35354], [2.53450, -1.48267, 2.31773], [1.50278, -3.27460, 0.18419], [3.06688, -3.38597, 0.69366], [4.61174, -1.58932, 0.83845], [5.10264, -2.03825, -0.83118], [5.39027, 0.31006, -0.82315], [4.14558, -0.37064, -1.94551], [3.52013, 1.05825, 0.61803], [2.29316, 0.04888, -0.09832], [3.19224, 2.49473, -1.26697], [2.33788, 1.14423, -2.14680], [-0.05518, 1.63301, -2.00293], [-1.95215, 2.18270, -1.06367], [-2.16482, 3.39520, 1.12777], [0.05406, 3.64454, 2.25795], [2.19314, 2.95971, 1.48140], [0.72843, -1.28023, -1.49401], [-1.71012, -1.48005, -2.19746], [-3.82793, -0.96667, -2.27383], [-5.70573, 0.47940, -1.62748], [-4.42127, 1.30323, -1.06160], [-5.34745, 0.06140, -0.02926], [-4.03233, -3.10377, -1.06102], [-5.66120, -2.36482, -1.10101], [-4.82567, -2.42003, 0.42671]],
  "lowdin_charge": [0.0054, -0.2047, -0.0057, -0.2315, -0.1400, -0.2318, -0.1496, -0.1088, -0.2015, -0.0199, 0.1019, 0.0547, -0.3175, -0.0741, -0.0048, -0.0145, 0.0232, -0.0185, 0.0555, -0.0147, -0.1285, -0.3659, -0.1092, -0.1146, 0.0510, 0.0966, 0.0786, 0.1144, 0.2200, 0.1547, 0.1636, 0.0918, 0.1612, 0.0864, 0.1304, 0.0962, 0.1656, 0.0781, 0.0293, 0.1797, 0.0353, 0.0027, 0.1621, 0.0379, 0.1922, 0.0891, 0.0845, 0.1274, 0.1220, 0.1121, 0.0308, 0.1255, 0.0983, 0.0974],
  "smiles": "Cc1cc(OCCOCC[NH2+]Cc2ccccc2)ccc1C(C)C",
  "spin_multiplicity": 1,
  "e_homo_ha": -0.4191,
  "total_charge": 1,
  "energy_ev": -27827.64862,
  "lumo_ev": -2.326,
  "relative_energy_ev": 15.5259
}

(2)
{
  "formula": "C21H30NO6P",
  "method": "ωB97M-V with the def2-TZVPD basis set",
  "elements": ["C", "O", "C", "C", "C", "C", "O", "P", "O", "O", "C", "C", "C", "C", "C", "C", "C", "N", "C", "C", "C", "C", "C", "C", "O", "C", "C", "O", "C", "H", "H", "H", "H", "H", "H", "H", "H", "H", "H", "H", "H", "H", "H", "H", "H", "H", "H", "H", "H", "H", "H", "H", "H", "H", "H", "H", "H", "H", "H"],
  "xyz": [[2.23886, -1.11869, 2.88633], [2.66041, -0.27835, 1.84055], [1.77342, 0.64315, 1.36092], [0.47524, 0.79527, 1.82933], [-0.36325, 1.73521, 1.25582], [-1.83232, 1.71903, 1.55726], [-2.13925, 0.98730, 2.70597], [-2.54545, 0.99669, -0.02315], [-2.79899, 2.02344, -1.04020], [-3.87507, 0.34599, 0.64699], [-4.88009, -0.40680, -0.03255], [-4.93966, -0.09225, -1.51776], [-4.65258, -1.89705, 0.20473], [-1.38993, -0.30333, -0.49564], [-1.12457, -1.40273, 0.31097], [-0.01713, -2.18878, 0.08328], [0.90856, -1.86313, -0.92303], [2.06446, -2.56628, -1.10633], [2.36774, -3.71525, -0.29137], [3.17202, -1.93366, -1.79254], [0.59918, -0.77670, -1.76104], [-0.52421, -0.01733, -1.54570], [0.09856, 2.57637, 0.25485], [1.39247, 2.43218, -0.22955], [1.92729, 3.17893, -1.23086], [1.08820, 4.09295, -1.89662], [2.22576, 1.43798, 0.30215], [3.46492, 1.21646, -0.27166], [4.55534, 1.70784, 0.48139], [1.38141, -1.72892, 2.58750], [3.08917, -1.76393, 3.10571], [1.97985, -0.54614, 3.78257], [0.08092, 0.17516, 2.61561], [-2.22792, 2.74813, 1.62005], [-3.04899, 0.67864, 2.61241], [-5.82069, -0.10295, 0.44854], [-5.08555, 0.97325, -1.67093], [-3.99936, -0.37806, -1.98758], [-5.75678, -0.64079, -1.98002], [-4.54433, -2.09802, 1.26812], [-3.75188, -2.22264, -0.31084], [-5.50044, -2.46245, -0.17282], [-1.78165, -1.63096, 1.13781], [0.15524, -3.03365, 0.73166], [3.19063, -4.26461, -0.74597], [2.65599, -3.43949, 0.73059], [1.50715, -4.38364, -0.24858], [4.09121, -2.46340, -1.55400], [3.03082, -1.96663, -2.87677], [3.28525, -0.89297, -1.47770], [1.25806, -0.51594, -2.57161], [-0.74876, 0.82702, -2.18000], [-0.57522, 3.30798, -0.15865], [1.68871, 4.50484, -2.70641], [0.77105, 4.90384, -1.23281], [0.20402, 3.59968, -2.31035], [4.60495, 1.23130, 1.46481], [4.48754, 2.79364, 0.60637], [5.44963, 1.46328, -0.08927]],
  "lowdin_charge": [-0.0787, -0.0756, -0.1847, 0.0272, -0.2234, -0.3397, -0.0305, 0.6946, -0.2764, -0.2241, -0.4439, -0.0582, -0.0476, -0.2674, -0.0833, -0.0257, -0.2279, -0.1778, -0.0643, -0.0489, -0.0030, -0.0631, 0.0061, -0.1954, -0.0596, -0.0731, -0.1528, -0.0994, -0.0646, 0.0817, 0.0948, 0.0999, 0.1130, 0.1452, 0.0856, 0.1439, 0.0783, 0.0783, 0.0863, 0.0803, 0.0711, 0.0821, 0.1130, 0.0961, 0.0866, 0.0876, 0.0865, 0.0859, 0.0900, 0.0797, 0.1086, 0.1123, 0.1112, 0.0943, 0.0977, 0.0958, 0.0868, 0.0970, 0.0920],
  "smiles": "COc1cc([C@H](O)[P@](=O)(OC(C)C)c2ccc(N(C)C)cc2)cc(OC)c1OC",
  "spin_multiplicity": 1,
  "e_homo_ha": -0.2809,
  "total_charge": 0,
  "energy_ev": -45328.10321,
  "lumo_ev": 0.681,
  "relative_energy_ev": 0.4515
}

(3)
{
  "formula": "C21H31AsBeBrN2O4Si",
  "method": "ωB97M-V with the def2-TZVPD basis set",
  "elements": ["Be", "C", "O", "C", "C", "C", "Br", "C", "C", "C", "O", "C", "N", "C", "C", "C", "C", "C", "C", "N", "H", "H", "H", "H", "H", "H", "H", "H", "H", "H", "H", "C", "Si", "C", "C", "O", "H", "H", "H", "H", "H", "H", "H", "H", "H", "C", "As", "C", "C", "O", "H", "H", "H", "H", "H", "H", "H", "H", "H", "C", "H", "H"],
  "xyz": [[-0.73685, 0.02037, -2.00138], [2.72295, 0.50527, -3.15808], [1.99435, 0.84697, -2.00708], [2.37225, 0.36847, -0.80868], [3.70815, 0.26537, -0.41558], [4.01185, -0.06423, 0.89442], [5.85055, -0.21243, 1.39562], [3.04925, -0.24733, 1.85142], [1.69695, -0.15633, 1.47482], [1.35175, 0.06817, 0.11792], [0.07495, -0.00203, -0.27358], [0.65135, -0.22473, 2.45202], [-0.63515, -0.29093, 2.14952], [-1.32175, -0.21073, 3.32062], [-2.69025, -0.21493, 3.56942], [-3.09985, -0.07633, 4.88162], [-2.18885, 0.05487, 5.92712], [-0.82085, 0.03527, 5.70552], [-0.40455, -0.09693, 4.39452], [0.83795, -0.13313, 3.81752], [3.77295, 0.82467, -3.11638], [2.22065, 1.02397, -3.97218], [2.66045, -0.57123, -3.33468], [4.50565, 0.46727, -1.11398], [3.32885, -0.47033, 2.86962], [-0.51155, -0.10283, 0.52842], [-3.39385, -0.31773, 2.76042], [-4.15635, -0.06733, 5.11002], [-2.55995, 0.17107, 6.93612], [-0.11515, 0.12497, 6.52022], [1.71165, -0.02853, 4.30182], [-1.90295, 4.18817, -2.48308], [-0.85755, 2.95417, -1.45138], [0.88775, 3.72267, -1.24098], [-1.55775, 2.87357, 0.33792], [-0.85905, 1.54477, -2.14848], [-2.04205, 5.13447, -1.96698], [-2.88485, 3.77897, -2.70038], [-1.41955, 4.39847, -3.43288], [0.86275, 4.70147, -0.76728], [1.38555, 3.83007, -2.19988], [1.50625, 3.07707, -0.62548], [-1.83145, 3.84937, 0.73022], [-0.82025, 2.44917, 1.01382], [-2.43815, 2.23917, 0.38302], [-0.77985, -3.09773, -0.20038], [-0.62915, -2.43093, -2.11848], [1.13715, -3.54043, -2.21538], [-1.44715, -3.67013, -3.48558], [0.24525, -1.09163, -2.73638], [-0.88685, -4.18293, -0.25398], [-1.65255, -2.66913, 0.29102], [0.11615, -2.85193, 0.36892], [1.05695, -4.59143, -1.93008], [1.82965, -3.04683, -1.52818], [1.55865, -3.46473, -3.21928], [-1.33775, -4.71303, -3.18128], [-0.89705, -3.50253, -4.41518], [-2.49935, -3.43943, -3.65388], [-2.15375, -1.14623, -1.91908], [-2.68915, -1.17633, -2.87718], [-2.88725, -1.41463, -1.15098]],
  "lowdin_charge": [-0.0714, -0.0634, -0.0953, -0.1968, -0.0354, -0.6761, 0.6946, -0.0913, -0.0635, -0.1340, 0.0423, -0.2149, 0.1715, -0.2019, 0.0006, -0.1035, -0.1084, -0.0315, -0.1899, 0.1771, 0.0809, 0.1024, 0.0937, 0.1024, 0.0940, 0.0849, 0.1151, 0.0964, 0.0946, 0.1036, 0.1529, -0.1746, 0.3273, -0.1628, -0.1620, -0.2600, 0.0070, 0.0146, 0.0114, 0.0150, 0.0176, 0.0052, 0.0114, 0.0010, 0.0213, -0.2308, 0.9058, -0.2603, -0.2309, -0.4542, 0.0101, -0.0013, 0.0040, -0.0037, -0.0077, -0.0031, 0.0065, 0.0156, 0.0022, -0.2856, -0.0297, -0.0391],
  "spin_multiplicity": 1,
  "e_homo_ha": -0.1127,
  "total_charge": -1,
  "energy_ev": -172614.97265,
  "lumo_ev": 2.185,
  "relative_energy_ev": 0.5921
}

(4)
{
  "formula": "C21H31Cl2IrNO4SSiTe",
  "method": "ωB97M-V with the def2-TZVPD basis set",
  "elements": ["Ir", "Cl", "C", "C", "C", "Cl", "C", "C", "C", "C", "N", "C", "C", "O", "H", "H", "H", "H", "C", "C", "C", "C", "O", "Si", "S", "O", "C", "C", "C", "C", "O", "C", "C", "C", "C", "H", "H", "H", "H", "H", "H", "H", "H", "H", "H", "H", "H", "H", "H", "H", "H", "H", "H", "H", "H", "H", "H", "H", "H", "H", "H", "H", "Te"],
  "xyz": [[1.80493, -0.60722, 0.03676], [2.41453, -1.06141, 4.96233], [3.54126, -1.26311, 3.74839], [4.83372, -1.63447, 4.11376], [5.89136, -1.59143, 3.24256], [7.56631, -1.41609, 3.83057], [5.63573, -1.47990, 1.83541], [6.54451, -1.70920, 0.77000], [6.07526, -1.79386, -0.53756], [4.74665, -1.50557, -0.79683], [3.83279, -1.12272, 0.12413], [4.28165, -1.22586, 1.45119], [3.29179, -0.99781, 2.41782], [2.13932, -0.54711, 2.02115], [4.97445, -1.98954, 5.14278], [7.58805, -1.89917, 0.99789], [6.70085, -2.18064, -1.32424], [4.35126, -1.60808, -1.77429], [-1.88477, -2.79088, 0.36165], [-2.45993, -1.88735, -0.69742], [-3.97135, -1.79514, -0.66426], [-1.86162, -2.18948, -2.03976], [-2.07688, -0.50063, -0.24619], [-1.43016, 0.93905, -0.56389], [0.73916, 0.79366, -1.12014], [-2.03870, 1.58600, -1.87068], [-2.04805, 1.93948, -3.30599], [-1.28029, 3.26133, -3.43896], [-3.53053, 2.07527, -3.66627], [-1.35754, 0.84102, -4.09189], [-1.65854, 2.01893, 0.59965], [-1.60862, 1.99588, 2.11405], [-1.28343, 0.60806, 2.62139], [-0.61570, 3.07827, 2.57161], [-2.96630, 2.44839, 2.53542], [-2.44614, -3.71975, 0.33074], [-1.94743, -2.40424, 1.38276], [-0.80392, -3.05958, 0.12529], [-4.51920, -2.71242, -0.96165], [-4.28301, -1.10866, -1.44169], [-4.28677, -1.46346, 0.32618], [-2.39061, -3.07290, -2.38932], [-0.75618, -2.37140, -1.97693], [-2.02818, -1.38257, -2.77510], [-1.84358, 3.86674, -2.75293], [-1.45276, 3.66303, -4.43687], [-0.20061, 3.08541, -3.22264], [-3.89484, 3.02719, -3.32704], [-4.06822, 1.25216, -3.29362], [-3.63510, 2.03664, -4.74012], [-0.33879, 0.61416, -3.65418], [-1.23512, 1.12732, -5.12471], [-1.93121, -0.09044, -4.11811], [-0.29288, 0.24356, 2.35653], [-1.96183, -0.11928, 2.12170], [-1.45160, 0.58249, 3.67923], [0.41352, 2.73339, 2.35500], [-0.71154, 3.12013, 3.64648], [-0.80476, 4.03386, 2.13925], [-3.79454, 1.79819, 2.25151], [-3.08698, 3.44721, 2.04649], [-3.04073, 2.58274, 3.65009], [1.91185, -2.49823, -1.55645]],
  "mulliken_spin": [1.5052, 0.0401, 0.2030, -0.0633, 0.2431, 0.0254, -0.1257, 0.4203, -0.0557, 0.1889, 0.2974, 0.0822, 0.1603, 0.3064, 0.0018, 0.0264, 0.0009, 0.0351, 0.0057, -0.0244, 0.0065, -0.0630, -0.0021, 0.0620, 0.4015, 0.0076, 0.0001, 0.0000, 0.0011, -0.0029, 0.0019, -0.0056, 0.0037, 0.0009, 0.0003, -0.0014, 0.0003, 0.0173, -0.0004, -0.0005, -0.0006, -0.0015, 0.0944, -0.0144, -0.0004, -0.0002, 0.0027, 0.0003, 0.0003, -0.0002, 0.0045, 0.0019, -0.0010, 0.0050, -0.0015, 0.0014, -0.0003, -0.0001, -0.0004, 0.0001, 0.0007, -0.0003, 1.2090],
  "spin_multiplicity": 6,
  "e_homo_ha": [-0.2085, -0.2810],
  "total_charge": 0,
  "s_squared": 8.825,
  "energy_ev": -85850.61273,
  "lumo_ev": [-0.691, -2.959],
  "relative_energy_ev": 0.0000
}